# 1
C41H41AsIN2O4PPdS | wB97M-V/def2-TZVPD

Calculated values
Energy above the lowest of the compared OMol25 structures with the same formula, charge and spin: 0.2750 eV
Highest occupied orbital energy (alpha / beta): -0.2777 / -0.3086 hartree
Spin multiplicity: 3

XYZ file:
```
93
Properties=species:S:1:pos:R:3:forces:R:3:lowdin_charge:R:1
Pd -2.07366 -0.61280 0.58577 0.03 0.07 -0.17 0.4520
N -5.40986 3.58684 2.38487 -0.71 -0.17 0.80 0.1477
C -4.47045 3.20640 1.47607 -0.74 0.02 0.56 -0.5527
O -4.24555 3.90027 0.50958 0.55 -0.40 -0.25 0.0502
C -3.78260 1.85936 1.78952 -0.05 -0.18 -0.32 -0.1948
C -4.09806 0.84172 0.72696 0.56 0.27 -0.13 -0.0555
H -6.01526 4.38296 2.17915 0.52 -0.46 0.04 0.1162
H -5.67371 2.97969 3.16071 0.19 0.41 -0.58 0.1034
H -4.06012 1.36805 2.73254 -0.14 0.72 0.06 0.1026
H -2.72630 2.11746 1.88730 0.24 -0.13 -0.27 0.0788
H -4.08280 1.12828 -0.32183 0.03 0.01 0.16 0.0633
H -4.79248 0.07628 1.02476 -0.16 -0.27 -0.16 0.0454
C -5.71570 0.36423 -6.26275 0.27 -0.27 -0.08 -0.0543
C -4.92755 -0.27224 -5.17018 -0.72 -0.69 0.77 -0.2831
C -3.60411 -0.63503 -5.32737 0.12 0.57 0.52 -0.0337
C -2.93139 -1.24310 -4.27077 1.02 0.09 -1.08 -0.0665
C -3.54071 -1.45017 -3.07947 -1.28 -0.38 1.28 -0.2752
C -4.89584 -1.12048 -2.90212 0.67 -0.33 0.03 -0.0495
C -5.58440 -0.55900 -3.95049 -0.17 0.21 -0.47 -0.0308
S -2.75817 -2.33713 -1.74742 1.00 0.27 0.39 0.4712
O -2.64656 -3.71085 -2.16589 0.20 0.06 -0.10 -0.2963
O -1.43630 -1.66680 -1.47420 -0.97 -0.19 -0.21 -0.4230
O -3.60370 -2.15660 -0.54910 -0.01 0.25 0.05 -0.4226
H -5.04298 1.07911 -6.72763 -0.27 0.02 -0.68 0.0791
H -6.52153 0.90608 -5.80402 -0.53 0.34 -0.05 0.0651
H -6.14456 -0.38904 -6.95767 0.45 0.60 0.20 0.0995
H -3.04250 -0.29960 -6.19454 -0.16 -0.39 -0.14 0.1157
H -1.90733 -1.55487 -4.42360 0.14 0.05 0.13 0.1209
H -5.33449 -1.38394 -1.95055 -0.25 0.20 -0.03 0.1057
H -6.65703 -0.32710 -3.85717 0.60 -0.07 0.00 0.1198
C 1.21826 -0.11960 -0.23480 -0.50 -0.78 -0.24 -0.4091
C 1.87362 -1.08036 0.77660 -0.96 0.19 0.26 -0.4269
As 3.12661 -0.12356 1.94222 0.42 0.14 0.24 1.3145
C 4.30243 -1.60810 2.44998 0.85 0.49 0.00 -0.4050
C 5.64102 -1.31841 2.77895 -0.97 -0.92 0.26 -0.1138
C 6.43498 -2.27880 3.38009 0.05 0.19 -0.52 -0.0888
C 5.92265 -3.55448 3.59513 0.76 -1.44 1.14 -0.1053
C 4.61052 -3.85955 3.30463 -0.78 0.44 -0.25 -0.0935
C 3.83164 -2.87793 2.69571 -1.28 -0.07 -0.11 -0.1255
C 4.27263 0.56561 0.49741 0.45 -0.54 -0.58 -0.4000
C 4.87970 1.82673 0.55043 -1.25 -0.60 1.18 -0.1325
C 5.64355 2.29710 -0.46814 0.37 -0.57 -0.94 -0.0908
C 5.86261 1.49051 -1.58053 1.02 1.01 -0.67 -0.1010
C 5.36252 0.22446 -1.66045 -0.35 -0.88 0.63 -0.0828
C 4.57104 -0.24561 -0.59893 -0.20 -0.16 -0.67 -0.1050
P -0.22081 0.83927 0.41147 0.58 0.09 0.31 0.9745
C -0.50400 1.96068 -0.96283 -0.14 0.86 -0.78 -0.3698
C -0.27627 1.46454 -2.25930 0.27 0.30 -0.49 -0.0895
C -0.37497 2.29970 -3.38705 -0.15 0.13 1.86 -0.0593
C -0.76418 3.63892 -3.18564 -0.35 -0.91 -1.11 -0.0942
C -1.11270 4.11635 -1.93774 0.42 -0.70 1.18 -0.0693
C -0.90792 3.29872 -0.79043 -0.63 0.28 -0.76 -0.0735
C 0.49117 2.01811 1.64648 -1.51 -1.49 0.99 -0.3897
C 1.47153 2.93293 1.31993 0.09 0.06 0.11 -0.1343
C 2.02538 3.72446 2.30834 0.35 0.81 0.67 -0.0821
C 1.57567 3.60529 3.62790 -0.55 -0.44 -0.25 -0.0762
C 0.55328 2.70969 3.95157 0.34 -0.23 -0.30 -0.0813
C -0.00155 1.88010 2.97385 0.95 0.49 -0.51 -0.1021
H 0.78473 -0.78637 -1.00503 -0.01 0.40 0.28 0.0622
H 1.90428 0.54616 -0.76847 0.11 -0.05 0.33 0.0795
H 2.42905 -1.82078 0.20865 -0.10 -0.32 0.16 0.0545
H 1.05224 -1.57978 1.38148 1.05 0.41 -0.59 0.0703
H 6.03499 -0.35272 2.60065 0.35 0.91 -0.14 0.0831
H 7.44412 -1.97543 3.64293 -0.02 -0.44 0.05 0.1034
H 6.51591 -4.37485 4.06860 -0.26 1.04 -0.37 0.1141
H 4.09525 -4.77571 3.61489 0.67 0.10 -0.30 0.1001
H 2.77774 -3.06393 2.43692 0.48 -0.21 0.30 0.0769
H 4.68786 2.41555 1.43280 0.05 0.32 0.15 0.0873
H 6.11787 3.24264 -0.41728 0.26 0.84 0.09 0.0944
H 6.49962 1.86338 -2.39166 -0.26 -0.09 0.32 0.1093
H 5.64657 -0.42483 -2.49035 -0.32 0.17 0.19 0.1086
H 4.14739 -1.25066 -0.71144 0.22 0.35 0.30 0.1025
H 0.05384 0.42329 -2.35716 -0.39 0.53 -0.24 0.0872
H -0.16112 1.90230 -4.36263 0.03 0.05 -0.24 0.0958
H -0.90351 4.22244 -4.09581 0.05 0.23 0.39 0.1015
H -1.54126 5.10623 -1.81147 0.22 -0.09 -0.03 0.1057
H -1.14634 3.73052 0.19995 0.22 -0.47 -0.64 0.1136
H 1.80747 3.00067 0.29903 0.12 0.11 -0.22 0.1135
H 2.79256 4.48372 2.07992 -0.39 -0.59 0.00 0.1149
H 1.97219 4.17175 4.45856 0.28 0.27 -0.26 0.1008
H 0.28128 2.63743 4.99506 -0.27 -0.13 0.00 0.1007
H -0.71687 1.09079 3.23478 0.17 0.42 -0.22 0.0722
I -2.17545 -2.12973 3.32569 -0.13 0.58 0.02 0.9303
C -0.98007 -3.60965 2.44847 -0.36 0.21 -0.30 -0.7997
C -1.36731 -4.04353 1.19408 0.11 -0.03 -0.48 -0.1359
C -0.59000 -5.05801 0.63841 -0.57 0.15 0.07 -0.0373
C 0.46808 -5.57531 1.37809 -0.18 0.38 -0.13 -0.0519
C 0.75420 -5.02140 2.62502 0.44 -1.05 -0.10 -0.1587
N 0.02986 -4.04544 3.15139 0.11 0.12 0.44 0.0192
H -2.20717 -3.58997 0.64898 0.39 -0.38 0.39 0.0632
H -0.89920 -5.43732 -0.33709 0.37 0.02 0.21 0.1200
H 1.04875 -6.37652 0.96342 0.29 -0.24 0.07 0.0992
H 1.55978 -5.44971 3.25528 -0.48 0.48 -0.48 0.1134
```
Forces are in eV/Å.



# 2
C41H41AuClGeN6O4S | wB97M-V/def2-TZVPD

Calculated values
Energy above the lowest of the compared OMol25 structures with the same formula, charge and spin: 23.2468 eV
Highest occupied orbital energy (alpha / beta): -0.3587 / -0.3587 hartree
Total charge: +1

XYZ file:
```
96
Properties=species:S:1:pos:R:3:forces:R:3:lowdin_charge:R:1
Au -0.03950 0.60690 0.21459 0.61 -0.77 0.55 0.9412
N 2.40152 -1.77062 -0.81594 0.12 -0.14 -0.16 0.1079
C 2.26087 -3.03461 -0.23111 0.16 0.00 0.17 -0.2752
C 2.79671 -4.16450 -0.78807 0.26 0.06 0.19 -0.0590
C 2.54444 -5.43868 -0.24030 0.13 0.08 0.10 -0.0854
C 1.77350 -5.58306 0.87466 0.05 0.00 0.01 -0.0532
C 1.22639 -4.43443 1.49520 -0.02 -0.02 -0.01 -0.1586
C 0.42209 -4.50323 2.65393 0.01 -0.01 -0.03 -0.0027
C -0.06922 -3.35646 3.20777 0.00 0.02 -0.01 -0.0532
C 0.25879 -2.12769 2.60232 -0.01 0.03 0.07 -0.1743
N 0.99623 -2.01489 1.52575 -0.02 0.00 -0.01 0.0866
C 1.47314 -3.15314 0.95428 0.08 0.02 -0.02 -0.1819
H 3.14478 -1.74658 -1.49981 0.06 0.03 0.08 0.0925
H 2.49382 -1.02658 -0.13928 -0.17 0.03 0.01 0.0484
H 3.40438 -4.08257 -1.68164 -0.04 -0.02 0.00 0.1156
H 2.97168 -6.30688 -0.72454 0.02 0.00 -0.01 0.1150
H 1.57889 -6.55814 1.30322 0.00 -0.01 0.00 0.1154
H 0.20801 -5.47145 3.09077 0.00 0.00 0.00 0.1213
H -0.68564 -3.37301 4.09607 0.00 -0.01 0.00 0.1044
H -0.11043 -1.20110 3.03832 0.02 0.01 -0.01 0.0946
Cl -3.62619 3.61508 3.48965 -2.78 -0.35 1.23 0.6778
C -4.74518 2.86213 2.60640 0.18 -0.57 -0.46 -0.2343
C -4.35917 1.98848 1.38597 0.13 0.64 0.53 -0.3344
C -3.63790 2.65421 0.25738 -0.02 -0.13 -0.17 -0.0343
C -2.42946 2.09231 0.17136 -0.64 0.39 -0.11 -0.1746
N -2.24315 1.07048 1.14748 -0.29 -0.05 -0.31 0.0049
C -3.34386 0.96870 1.79883 0.03 -0.16 0.11 -0.1066
H -5.33641 1.58273 1.11903 0.14 -0.25 -0.22 0.1457
H -4.04874 3.42603 -0.37347 0.04 0.07 0.08 0.1218
H -1.62295 2.32168 -0.51194 -0.15 0.18 -0.04 0.0703
H -3.48747 0.24598 2.59233 0.03 0.05 0.04 0.1340
C 1.27692 1.77219 0.93313 0.46 0.31 -0.13 -0.2496
Ge 1.37072 3.74379 0.80143 -0.04 -0.02 -0.07 0.9342
C 0.87046 4.29328 -0.98543 -0.03 -0.02 0.02 -0.2944
C 0.38889 5.58011 -1.22615 0.04 0.03 -0.02 -0.1077
C 0.03383 5.97454 -2.50832 0.01 -0.01 0.00 -0.0711
C 0.17016 5.08923 -3.56854 0.00 0.00 0.00 -0.0734
C 0.66307 3.81145 -3.34515 -0.01 0.03 0.01 -0.0809
C 1.00770 3.41491 -2.06000 -0.08 -0.04 -0.05 -0.1352
C 3.04402 4.47689 1.42757 -0.03 0.03 0.05 -0.2907
C 3.16340 5.00722 2.71053 0.01 -0.01 0.02 -0.1064
C 4.38107 5.50577 3.15314 0.00 0.00 -0.01 -0.0741
C 5.48689 5.47670 2.31612 0.00 0.00 0.00 -0.0725
C 5.37659 4.95498 1.03414 -0.01 0.00 0.01 -0.0759
C 4.15962 4.45994 0.59069 0.00 0.02 -0.03 -0.1073
C -0.10491 3.86251 2.08959 -0.04 -0.19 0.18 -0.2871
C -1.32017 4.58936 1.83526 0.27 0.17 -0.25 -0.1623
C -2.48547 4.52598 2.46101 0.30 0.16 -0.41 -0.1339
C -2.25611 2.93109 4.34532 0.41 0.37 0.61 -0.1262
C -0.93750 2.79406 4.19927 0.08 -0.34 -0.25 -0.1505
C 0.05812 3.09097 3.19464 -0.13 0.18 0.17 -0.1493
H 1.94385 1.36347 1.70224 -0.08 0.00 0.02 -0.0059
H 0.30329 6.29703 -0.41656 0.01 0.00 0.01 0.1031
H -0.34005 6.97519 -2.68065 0.00 0.00 0.00 0.1099
H -0.09907 5.39915 -4.56962 0.00 0.00 0.00 0.1087
H 0.78272 3.12503 -4.17370 0.00 0.00 -0.01 0.1039
H 1.37471 2.40647 -1.89939 0.03 0.03 0.03 0.0682
H 2.30348 5.04098 3.37046 0.01 0.00 -0.01 0.0946
H 4.46452 5.92053 4.14904 0.00 0.00 0.00 0.1084
H 6.43582 5.86590 2.66068 0.00 0.00 0.00 0.1090
H 6.23680 4.94034 0.37796 0.00 0.00 0.00 0.1081
H 4.08330 4.07201 -0.41986 -0.01 0.00 0.01 0.1014
H -1.28928 5.38128 1.08786 0.05 0.11 0.08 0.1028
H -4.50602 3.24413 4.56677 1.01 -0.03 -0.42 0.0888
H -3.83718 5.14297 3.66761 0.68 0.24 -0.39 0.1268
H -0.54232 2.23624 5.05002 -0.06 0.00 0.01 0.1131
H 1.04449 2.71460 3.44256 -0.02 -0.10 -0.12 0.0981
C -0.67476 -7.18732 -1.41358 0.01 -0.02 0.01 -0.0977
C -0.82257 -6.43684 -2.73047 0.08 -0.01 -0.02 -0.2750
S 0.18452 -4.96416 -2.73615 -0.34 0.14 0.14 0.6645
O 1.46867 -5.28659 -3.29589 0.06 -0.01 -0.07 -0.2942
O 0.10484 -4.33703 -1.43918 -0.68 0.00 -0.39 -0.2891
C -0.58552 -3.85310 -3.92076 -0.05 0.06 0.04 -0.1888
C -1.87519 -3.10516 -3.54879 0.06 -0.03 0.01 -0.1022
N -1.83814 -2.38979 -2.26484 0.21 -0.14 -0.06 0.0631
C -1.03795 -1.33022 -2.03001 0.12 -0.08 -0.04 -0.3123
N -1.07595 -0.98680 -0.75127 -0.14 0.21 -0.21 -0.0239
C -1.91743 -1.84832 -0.11980 0.00 -0.08 0.05 -0.0293
C -2.39791 -2.71609 -1.04195 0.21 -0.12 0.04 -0.1365
N -3.29504 -3.79575 -0.76642 -0.35 0.16 -0.13 -0.3235
O -3.65814 -4.50801 -1.68902 0.22 -0.10 -0.07 0.0791
O -3.67904 -3.89224 0.37700 0.12 -0.08 0.09 0.1159
C -0.19057 -0.66181 -3.04692 -0.02 0.03 -0.05 0.0132
H -1.40565 -7.99346 -1.37927 0.02 -0.02 -0.02 0.0860
H -0.84783 -6.52502 -0.56647 -0.01 0.00 -0.02 0.0705
H 0.32078 -7.61802 -1.31581 0.00 0.02 0.01 0.0825
H -1.85221 -6.12864 -2.89957 -0.13 0.09 0.04 0.0895
H -0.47572 -7.02170 -3.58228 -0.06 0.00 -0.02 0.1085
H -0.75834 -4.44433 -4.82122 -0.04 0.05 -0.04 0.1182
H 0.22323 -3.15755 -4.14967 0.03 -0.04 0.03 0.0942
H -2.73791 -3.75789 -3.54698 0.00 -0.06 0.10 0.1122
H -2.04252 -2.34694 -4.31348 -0.04 -0.06 -0.07 0.1297
H -2.11515 -1.82444 0.93693 -0.03 0.06 -0.04 0.1182
H -0.67832 -0.61740 -4.01994 -0.01 -0.01 -0.01 0.0913
H 0.76233 -1.18577 -3.14322 -0.01 0.02 0.05 0.0851
H 0.02116 0.35301 -2.71391 0.00 -0.02 0.00 0.0563
```
Forces are in eV/Å.